Molecular formula: C23H26N2O6
Method: DFT, wB97M-V/def2-TZVPD

Its energy is -1453.0715 Ha. Its net charge is 0. As for the max |F|: 0.0206 Eh/bohr. As for the energy above the lowest of the compared OMol25 structures with the same formula, charge and spin: 126.6 kJ/mol. As for the SMILES: CCOC(=O)c1c(C)[nH]c(C(=O)COC(=O)[C@H]2CC(=O)N(Cc3ccccc3)C2)c1C. The HOMO-LUMO gap is 8.96 eV.

Last column: Löwdin charge in e.
CARTESIAN COORDINATES (ANGSTROEM)
C (1.6695, -7.7251, -3.2919)  -0.06
C (1.9269, -6.9921, -1.9886)  -0.22
O (1.0765, -5.8493, -1.9420)  -0.02
C (1.0997, -5.1403, -0.8044)  -0.43
O (1.8014, -5.4364, 0.1381)  0.10
C (0.2015, -3.9876, -0.8351)  -0.03
C (0.0533, -3.0934, 0.2322)  -0.21
C (0.6959, -3.0957, 1.5646)  0.00
N (-0.8344, -2.1606, -0.1277)  0.15
C (-1.2795, -2.3892, -1.4166)  -0.13
C (-2.2573, -1.5779, -2.0834)  -0.31
O (-2.6528, -1.7661, -3.2183)  0.09
C (-2.8634, -0.3985, -1.2821)  -0.05
O (-2.0207, 0.7546, -1.3216)  0.04
C (-1.3233, 1.0936, -0.2531)  -0.43
O (-1.2820, 0.4462, 0.7697)  0.09
C (-0.5576, 2.3873, -0.4820)  -0.15
C (-1.4971, 3.5232, -0.9034)  -0.01
C (-1.8104, 4.2497, 0.4006)  -0.46
O (-2.6912, 5.0580, 0.5847)  0.07
N (-0.9173, 3.8334, 1.3205)  -0.04
C (-0.8389, 4.3612, 2.6617)  -0.09
C (0.3836, 5.2263, 2.8345)  -0.21
C (1.4107, 4.8613, 3.6924)  -0.05
C (2.5351, 5.6597, 3.8180)  -0.09
C (2.6447, 6.8247, 3.0791)  -0.09
C (1.6253, 7.1920, 2.2157)  -0.08
C (0.5003, 6.3973, 2.0946)  -0.03
C (0.0590, 2.8933, 0.8273)  -0.09
C (-0.6389, -3.5436, -1.8813)  -0.12
C (-0.8179, -4.1748, -3.2098)  -0.01
H (2.3152, -8.5960, -3.3554)  0.08
H (1.8710, -7.0703, -4.1354)  0.08
H (0.6328, -8.0466, -3.3428)  0.08
H (2.9700, -6.6620, -1.9167)  0.13
H (1.7154, -7.6290, -1.1219)  0.13
H (1.7378, -3.3918, 1.4730)  0.08
H (0.6192, -2.1145, 2.0280)  0.08
H (0.2129, -3.8301, 2.2092)  0.10
H (-1.0803, -1.3584, 0.4457)  0.12
H (-3.7860, -0.1059, -1.7900)  0.14
H (-3.0731, -0.6770, -0.2451)  0.13
H (0.1950, 2.1774, -1.2452)  0.16
H (-2.4052, 3.1777, -1.3927)  0.13
H (-0.9969, 4.2243, -1.5735)  0.14
H (-1.7474, 4.9526, 2.8103)  0.13
H (-0.8271, 3.5297, 3.3746)  0.13
H (1.3288, 3.9514, 4.2702)  0.11
H (3.3272, 5.3699, 4.4928)  0.10
H (3.5220, 7.4468, 3.1767)  0.10
H (1.7065, 8.1016, 1.6392)  0.10
H (-0.3007, 6.6815, 1.4276)  0.12
H (0.1980, 2.0790, 1.5450)  0.13
H (1.0247, 3.3857, 0.6579)  0.14
H (-1.5476, -3.6226, -3.7929)  0.07
H (-1.1451, -5.2059, -3.0905)  0.09
H (0.1321, -4.1986, -3.7408)  0.09

Forces on atoms 1 to 2 (eV/Å):
-0.1 0.3 0.3
0.4 -0.5 0.1


Molecular formula: C20H37F3NO11P2
Method: DFT, wB97M-V/def2-TZVPD

Its energy is -2648.2600 Ha. Its net charge is +1. As for the max |F|: 0.1857 Eh/bohr. As for the energy above the lowest of the compared OMol25 structures with the same formula, charge and spin: 1078.3 kJ/mol. The HOMO-LUMO gap is 5.79 eV.

Last column: Löwdin charge in e.
CARTESIAN COORDINATES (ANGSTROEM)
O (-0.4967, -6.7972, -1.6229)  0.03
C (-0.4692, -5.9235, -0.5800)  -0.24
O (-0.4515, -6.4725, 0.7872)  0.01
C (-0.4021, -4.3317, -0.9676)  0.02
C (-1.4936, -3.6360, -1.9800)  0.08
C (-1.3366, -2.0358, -2.3437)  0.08
N (-0.1865, -1.2298, -1.7466)  0.09
C (0.8643, -1.8277, -0.7951)  -0.01
C (2.1401, -0.9417, -0.1886)  -0.10
O (2.9616, -0.3830, -1.2735)  -0.02
C (3.6626, -1.4239, -2.0411)  -0.25
F (4.1657, -2.5644, -1.2414)  0.05
F (2.9064, -1.9399, -3.2184)  0.04
F (4.8882, -0.7533, -2.6164)  0.04
C (0.8272, -3.4204, -0.3383)  0.11
H (0.5207, -6.5186, 1.0706)  0.15
H (-2.3619, -4.2946, -2.4387)  0.14
H (-2.0917, -1.5366, -3.0888)  0.15
H (-0.1178, -0.2282, -2.0337)  0.16
H (1.6727, -0.0061, 0.3870)  0.17
H (2.7280, -1.5511, 0.6190)  0.15
H (1.6466, -3.8664, 0.3950)  0.14
O (-4.4138, 4.0812, -4.0295)  -0.23
P (-4.8712, 2.7235, -4.6165)  0.73
O (-4.9952, 1.9694, -3.1470)  -0.25
C (-6.0659, 2.3251, -2.2894)  -0.30
C (-7.4020, 1.8655, -2.8418)  -0.08
O (-3.3384, 2.1920, -4.9947)  -0.24
C (-2.2896, 3.1269, -5.2092)  -0.30
C (-1.5446, 3.4156, -3.9164)  -0.08
O (-5.3823, 1.2065, -5.2725)  -0.21
C (-6.4436, 1.2519, -6.2103)  -0.32
C (-6.2559, 2.3088, -7.2841)  -0.08
H (-6.0680, 3.4044, -2.1131)  0.11
H (-5.8866, 1.8324, -1.3299)  0.12
H (-7.6829, 2.4691, -3.7106)  0.07
H (-8.1911, 1.9738, -2.0913)  0.08
H (-7.3580, 0.8213, -3.1609)  0.08
H (-2.6761, 4.0424, -5.6692)  0.11
H (-1.5950, 2.6849, -5.9314)  0.12
H (-2.2189, 3.6416, -3.0849)  0.07
H (-0.8584, 4.2590, -4.0449)  0.08
H (-0.9639, 2.5399, -3.6089)  0.06
H (-7.3876, 1.4109, -5.6837)  0.10
H (-6.5003, 0.2655, -6.6829)  0.13
H (-6.2572, 3.3149, -6.8552)  0.07
H (-7.0642, 2.2558, -8.0190)  0.09
H (-5.2986, 2.1753, -7.7957)  0.09
O (4.7055, -1.5363, 6.5271)  -0.23
P (4.3750, -0.2985, 5.6577)  0.73
O (2.8837, -0.0464, 6.3330)  -0.24
C (2.8137, 0.4616, 7.6542)  -0.30
C (3.2907, 1.8999, 7.7269)  -0.08
O (3.8599, -1.1696, 4.3345)  -0.24
C (4.3148, -2.5009, 4.1330)  -0.31
C (3.3730, -3.5022, 4.7811)  -0.08
O (4.0058, 1.0845, 4.6862)  -0.21
C (5.0029, 2.0890, 4.6165)  -0.32
C (6.3915, 1.5429, 4.3355)  -0.08
H (3.3867, -0.1735, 8.3355)  0.11
H (1.7652, 0.4162, 7.9608)  0.12
H (4.3758, 1.9486, 7.5920)  0.06
H (3.0559, 2.3386, 8.7016)  0.08
H (2.8294, 2.5078, 6.9447)  0.08
H (5.3425, -2.6167, 4.4931)  0.11
H (4.3412, -2.6816, 3.0532)  0.10
H (3.1240, -3.2370, 5.8131)  0.08
H (3.8120, -4.5051, 4.7777)  0.08
H (2.4234, -3.5374, 4.2376)  0.07
H (5.0036, 2.6656, 5.5445)  0.10
H (4.7164, 2.7741, 3.8115)  0.12
H (6.7383, 0.9017, 5.1508)  0.07
H (7.1089, 2.3607, 4.2229)  0.09
H (6.3928, 0.9385, 3.4241)  0.09

Forces on atoms 1 to 2 (eV/Å):
0.0 6.4 7.0
0.3 -5.4 -4.9


Molecular formula: C8H17ClIIrNO3P
Method: DFT, wB97M-V/def2-TZVPD

Its energy is -1797.7803 Ha. Its net charge is +3. As for the max |F|: 0.1607 Eh/bohr. The spin multiplicity is 6. The HOMO-LUMO gap (spin up / spin down) is 6.55 / 5.62 eV.

Last column: Mulliken spin population.
CARTESIAN COORDINATES (ANGSTROEM)
C (-2.0335, 1.1336, -3.3772)  0.15
C (-1.8355, 0.0857, -2.2900)  0.19
H (-2.4937, 0.7326, -4.3167)  0.01
H (-0.9997, 1.3252, -3.7191)  -0.01
H (-2.6419, 2.0375, -3.1108)  0.00
O (-2.2063, -1.0689, -2.3884)  0.57
I (-2.6192, 2.3145, -0.2089)  1.13
Ir (-0.8548, 0.3610, -0.2029)  1.64
P (1.1850, -0.7180, -0.9057)  0.02
C (1.2610, -2.5108, -0.6586)  0.00
C (1.1251, -0.4028, -2.6801)  0.01
H (3.0723, 0.8351, -0.4735)  0.00
H (3.6857, -0.7526, -0.9101)  0.00
H (3.0589, -0.4418, 0.7142)  0.00
C (2.8777, -0.2364, -0.3478)  0.01
H (1.1369, 0.6730, -2.8710)  0.00
H (2.0195, -0.8281, -3.1767)  0.00
H (1.9214, -2.9666, -1.4030)  0.00
H (0.2556, -2.9018, -0.8152)  0.00
H (0.2674, -0.8339, -3.1426)  0.00
H (1.5810, -2.7548, 0.3649)  0.00
C (-1.5917, -1.4011, 0.3091)  0.14
O (-2.1308, -2.4334, 0.5282)  0.02
Cl (0.8965, 2.0102, 0.5631)  0.46
C (-1.4023, 1.2163, 4.4762)  0.07
C (-0.6161, 0.8157, 3.2760)  -0.01
N (0.7184, 0.7426, 3.3895)  0.03
O (-1.1520, 0.6197, 2.1724)  0.58
H (-0.8222, 1.1548, 5.4117)  0.01
H (-2.3224, 0.6513, 4.6284)  0.00
H (-1.6977, 2.2451, 4.3537)  0.00
H (1.2202, 0.5335, 2.5036)  -0.01
H (1.1371, 0.7638, 4.3074)  0.00

Forces on atoms 1 to 2 (eV/Å):
-0.2 0.0 -1.5
-1.6 -2.1 -1.3


Molecular formula: C5H10N2
Method: DFT, wB97M-V/def2-TZVPD

Its energy is -305.9428 Ha. Its net charge is -1. As for the max |F|: 0.0112 Eh/bohr. As for the energy above the lowest of the compared OMol25 structures with the same formula, charge and spin: 48.5 kJ/mol. The spin multiplicity is 2. The HOMO-LUMO gap (spin up / spin down) is 3.79 / 6.48 eV.

Last column: Mulliken spin population.
CARTESIAN COORDINATES (ANGSTROEM)
C (-1.2365, 1.8544, 1.0806)  0.44
C (-0.9085, 1.0624, -0.0171)  0.06
C (-0.2219, 1.4644, -1.1678)  0.07
C (0.0391, 0.6836, -2.3000)  0.45
H (-1.0381, 2.9220, 1.0706)  -0.01
H (-1.7068, 1.4627, 1.9704)  0.01
H (-1.1595, 0.0073, 0.0150)  -0.02
H (0.1691, 2.4813, -1.1512)  -0.02
H (0.6117, 1.0773, -3.1276)  0.02
H (-0.3493, -0.3282, -2.3468)  -0.03
N (0.3483, -2.2728, 1.7328)  -0.01
C (0.9827, -1.9394, 0.5358)  0.08
N (1.7651, -0.9623, 0.4610)  0.01
H (-0.6251, -2.5178, 1.6273)  -0.01
H (0.4530, -1.5102, 2.3916)  0.00
H (0.7464, -2.6083, -0.2931)  -0.02
H (2.1304, -0.8763, -0.4817)  -0.02

Forces on atoms 1 to 2 (eV/Å):
0.0 0.0 -0.1
0.1 0.4 0.2


Molecular formula: C3H7NO2S
Method: DFT, wB97M-V/def2-TZVPD

Its energy is -721.9394 Ha. Its net charge is 0. As for the max |F|: 0.0409 Eh/bohr. As for the energy above the lowest of the compared OMol25 structures with the same formula, charge and spin: 61.0 kJ/mol. As for the SMILES: N[C@@H](CS)C(=O)O. The HOMO-LUMO gap is 9.74 eV.

Last column: Löwdin charge in e.
CARTESIAN COORDINATES (ANGSTROEM)
N (0.0588, 1.6802, -0.2943)  0.06
C (0.2055, 0.2875, 0.2565)  -0.38
C (-0.8502, -0.5973, -0.3927)  -0.55
S (-2.5444, -0.1423, 0.0418)  0.69
C (1.5653, -0.3264, 0.1099)  -0.52
O (1.7618, -1.5006, -0.0539)  0.11
O (2.5936, 0.5332, 0.1084)  0.10
H (-0.5691, 2.1506, 0.3530)  0.07
H (0.9356, 2.1708, -0.3432)  0.06
H (0.0885, 0.2249, 1.3609)  0.15
H (-0.7451, -1.6907, -0.0745)  0.10
H (-0.7735, -0.5228, -1.4788)  0.08
H (-2.4140, -0.2863, 1.4140)  -0.11
H (3.4092, 0.0246, -0.1188)  0.15

Forces on atoms 1 to 2 (eV/Å):
-0.2 -1.4 0.9
-0.3 0.9 0.1


Molecular formula: C18H29N3O5
Method: DFT, wB97M-V/def2-TZVPD

Its energy is -1243.7274 Ha. Its net charge is 0. As for the max |F|: 0.0377 Eh/bohr. As for the SMILES: CNC(=O)[C@H](CC(C)C)NC(C)=O.O=C(CCOc1ccccc1)NO. The HOMO-LUMO gap is 9.03 eV.

Last column: Löwdin charge in e.
CARTESIAN COORDINATES (ANGSTROEM)
C (-2.1402, 4.7055, -0.6687)  -0.06
N (-2.4747, 3.3029, -0.4243)  0.04
C (-1.8303, 2.2024, -0.8257)  -0.45
O (-2.2797, 1.1104, -0.5038)  0.05
C (-0.5618, 2.2765, -1.7030)  -0.21
C (-0.8297, 1.7603, -3.1336)  -0.11
C (-1.8923, 2.5484, -3.9219)  -0.42
C (-1.4009, 3.9506, -4.2912)  -0.07
C (-2.2285, 1.8149, -5.2207)  -0.08
N (0.5080, 1.4586, -1.1145)  0.12
C (1.8204, 1.6897, -1.1364)  -0.55
C (2.3519, 2.9611, -1.7695)  0.01
O (2.6021, 0.8936, -0.6428)  0.04
H (-2.6598, 5.3342, 0.0563)  0.09
H (-1.0682, 4.8763, -0.5611)  0.08
H (-2.4662, 4.9989, -1.6669)  0.07
H (-3.2904, 3.1138, 0.1397)  0.15
H (-0.2332, 3.3097, -1.7591)  0.11
H (0.1025, 1.7679, -3.6997)  0.12
H (-1.1600, 0.7227, -3.0584)  0.13
H (-2.8045, 2.6345, -3.3326)  0.13
H (-2.1812, 4.4786, -4.8402)  0.08
H (-1.1564, 4.5228, -3.4011)  0.05
H (-0.5126, 3.8798, -4.9195)  0.09
H (-2.9891, 2.3671, -5.7726)  0.08
H (-1.3374, 1.7130, -5.8404)  0.08
H (-2.6181, 0.8227, -4.9908)  0.08
H (0.2284, 0.6052, -0.6514)  0.14
H (3.4397, 2.9496, -1.7160)  0.09
H (2.0423, 3.0083, -2.8108)  0.07
H (1.9742, 3.8207, -1.2206)  0.08
O (1.3215, -7.2948, 2.9353)  0.04
C (2.1467, -6.3903, 2.9705)  -0.47
C (2.3465, -5.5872, 4.2445)  -0.08
C (1.3045, -4.4824, 4.3498)  -0.18
O (1.4315, -3.6377, 3.1985)  -0.06
C (0.6804, -2.4914, 3.1795)  -0.27
C (0.0613, -2.1432, 1.9759)  0.00
C (-0.6838, -0.9650, 1.8673)  -0.08
C (-0.8050, -0.1148, 2.9692)  -0.10
C (-0.1858, -0.4456, 4.1775)  -0.08
C (0.5565, -1.6266, 4.2806)  -0.02
N (2.9002, -6.1366, 1.8384)  0.03
O (2.7010, -6.8567, 0.6227)  -0.01
H (2.2624, -6.2581, 5.1031)  0.13
H (3.3491, -5.1531, 4.2533)  0.12
H (0.2976, -4.9132, 4.3877)  0.14
H (1.4740, -3.9349, 5.2805)  0.11
H (0.1651, -2.8010, 1.1190)  0.12
H (-1.1674, -0.7128, 0.9280)  0.08
H (-1.3809, 0.8014, 2.8806)  0.10
H (-0.2763, 0.2178, 5.0326)  0.10
H (1.0580, -1.8397, 5.2166)  0.10
H (3.4869, -5.3029, 1.8390)  0.15
H (2.0016, -7.5317, 0.7514)  0.11

Forces on atoms 1 to 2 (eV/Å):
-0.1 -0.3 -0.1
0.0 1.3 0.2